Entry from the OMol25 dataset: one molecule with the formula C2H3O2P in a non-equilibrium geometry (ωB97M-V/def2-TZVPD).

Geometry as XYZ:
```
8
Properties=species:S:1:pos:R:3:forces:R:3:lowdin_charge:R:1
H 0.327 -0.757 -1.494 -0.058 -1.022 -0.506 -0.15
P 1.165 0.306 -1.771 -0.231 0.318 0.385 0.88
C 0.598 0.962 -0.351 -0.936 -1.937 0.123 -0.51
O -0.291 0.490 0.641 0.950 1.893 -1.286 -0.08
C -0.766 -0.709 0.888 1.375 -2.162 -0.966 -0.35
O -0.435 -1.758 0.352 -1.178 1.887 1.255 0.04
H 0.786 1.905 -0.002 0.986 2.381 0.515 0.02
H -1.385 -0.441 1.736 -0.907 -1.358 0.480 0.14
```
Forces are in eV/Å.

Summary:
* SMILES string: [H]/P=C\OC=O
* E: -569.76442 a.u.
* Kohn-Sham gap: 9.62 eV
* relative energy (zero: lowest compared OMol25 entry of this formula, charge and spin): 179.8 kJ/mol

---

Entry from the OMol25 dataset: C18H41N2P3S2Tl as an isolated structure in a non-equilibrium geometry (ωB97M-V/def2-TZVPD).

Geometry as XYZ:
```
67
Properties=species:S:1:pos:R:3:forces:R:3:lowdin_charge:R:1
Tl -0.119 -0.057 -0.253 -0.540 0.305 1.602 0.62
P -1.727 2.514 1.416 -1.275 1.455 0.315 0.83
P -1.936 -1.224 2.089 -0.646 -0.691 0.153 0.69
P 2.005 1.954 -0.025 0.323 -0.014 -0.379 0.64
H -0.433 -4.736 -2.031 0.630 -0.243 -0.154 0.06
C 0.637 -4.589 -2.247 0.146 0.163 0.240 -0.09
C 1.570 -4.674 -1.283 -0.322 0.124 -0.545 -0.06
H 1.310 -5.037 -0.286 0.066 0.364 -0.204 0.06
C -2.889 2.603 -0.007 0.389 -0.734 -0.341 -0.25
C -2.941 2.579 2.798 0.372 -0.640 0.356 -0.25
C -1.145 4.258 1.435 0.859 -0.266 0.117 -0.25
C -1.400 -2.984 2.057 0.467 0.073 -0.219 -0.27
C -2.580 -1.155 3.798 0.126 0.457 0.326 -0.27
C -3.529 -1.399 1.193 0.171 0.372 -0.285 -0.28
C 3.211 0.712 -0.656 0.016 -0.166 0.009 -0.30
C 3.159 3.266 0.524 -0.253 0.081 0.372 -0.25
C 1.330 2.671 -1.575 0.008 0.119 -0.034 -0.31
H 0.896 -4.409 -3.305 -0.158 0.050 0.678 0.04
H 2.629 -4.444 -1.467 -0.465 -0.375 0.009 0.06
H -3.541 3.481 0.091 0.211 -0.159 0.094 0.08
H -3.504 1.693 -0.037 0.096 0.271 -0.095 0.04
H -2.314 2.680 -0.940 -0.278 0.037 0.132 0.05
H -3.451 3.553 2.807 0.164 -0.256 -0.148 0.07
H -2.411 2.447 3.751 -0.252 0.054 -0.188 0.03
H -3.683 1.774 2.693 0.204 0.251 0.052 0.04
H -2.000 4.940 1.550 0.159 -0.303 -0.115 0.07
H -0.601 4.490 0.508 -0.182 -0.002 0.320 0.04
H -0.463 4.390 2.287 -0.152 0.097 -0.270 0.05
H -2.273 -3.642 1.933 0.343 0.173 0.095 0.07
H -0.877 -3.222 2.994 -0.140 -0.010 -0.305 0.05
H -0.696 -3.133 1.223 -0.251 -0.215 0.232 0.02
H -3.370 -1.912 3.908 0.245 0.175 0.010 0.07
H -3.010 -0.163 3.988 0.033 -0.264 0.069 0.03
H -1.762 -1.327 4.518 -0.599 0.019 -0.405 0.01
H -4.170 -2.103 1.742 0.102 0.234 -0.274 0.06
H -3.337 -1.777 0.178 -0.190 0.069 0.237 0.05
H -4.015 -0.415 1.114 -0.059 -0.379 0.015 0.03
H 3.601 1.008 -1.641 0.059 -0.071 0.322 0.06
H 2.753 -0.286 -0.750 0.260 0.245 0.038 -0.02
H 4.032 0.630 0.074 -0.219 -0.006 -0.318 0.06
H 3.856 3.523 -0.287 -0.207 -0.078 0.235 0.07
H 3.715 2.897 1.397 -0.097 0.161 -0.268 0.06
H 2.589 4.155 0.830 0.239 -0.192 -0.114 0.05
H 2.160 2.978 -2.222 -0.225 0.088 -0.008 0.06
H 0.707 3.542 -1.325 0.222 -0.164 -0.171 0.04
H 0.706 1.952 -2.124 0.155 0.297 0.121 -0.04
C 1.384 -1.233 -4.536 -0.140 -0.031 0.640 -0.50
C 0.961 -0.508 -5.673 0.003 0.616 -1.204 -0.04
C 1.315 -0.929 -6.959 -0.876 1.195 1.081 0.02
C 2.096 -2.083 -7.130 -0.079 0.055 -0.217 0.06
C 2.537 -2.798 -6.006 0.022 -0.260 1.520 0.02
C 2.183 -2.377 -4.716 0.781 -1.605 -0.974 -0.05
S 0.994 -0.629 -2.929 -0.413 -0.741 -1.284 0.80
H 0.569 -1.737 -2.194 0.951 0.110 -1.106 -0.11
H 0.343 0.378 -5.503 0.202 -0.272 -0.328 0.13
H 0.962 -0.349 -7.821 0.173 -0.345 0.367 0.14
H 2.338 -2.415 -8.141 0.029 0.025 0.311 0.15
H 3.146 -3.696 -6.149 -0.202 0.399 0.172 0.14
H 2.516 -2.935 -3.839 -0.002 0.146 -0.351 0.11
N 0.249 -0.777 5.165 1.244 0.734 -0.629 0.08
C 0.424 0.521 4.735 -1.049 -0.505 1.897 -0.90
N -0.134 1.442 5.555 0.486 -0.134 -1.303 0.13
S 1.211 0.914 3.304 -0.505 0.196 -0.389 0.66
H 0.227 -0.926 6.172 -0.033 -0.046 -0.230 0.14
H 0.818 -1.447 4.649 -0.248 0.095 0.350 0.11
H -0.072 2.416 5.280 -0.009 -0.244 0.353 0.11
H -0.753 1.170 6.306 0.112 0.107 0.013 0.13
```
Forces are in eV/Å.

Summary:
* E: -2811.81716 a.u.
* Kohn-Sham gap (spin up / spin down): 4.05 / 4.09 eV
* relative energy (zero: lowest compared OMol25 entry of this formula, charge and spin): 249.5 kJ/mol
* total charge: +3

---

Entry from the OMol25 dataset: one molecule with the formula C3HCl2N in a non-equilibrium geometry (ωB97M-V/def2-TZVPD).

Geometry as XYZ:
```
7
Properties=species:S:1:pos:R:3:forces:R:3:lowdin_charge:R:1
N -0.596 -0.866 2.235 -0.620 -0.358 3.128 0.18
C -0.498 -0.658 1.134 1.179 -0.941 -4.401 -0.27
C -0.147 -0.488 -0.294 -0.768 1.811 2.658 -0.79
Cl -0.537 -1.503 -1.562 -0.460 -1.084 -0.498 0.76
C 0.279 0.734 -0.541 1.292 1.719 1.233 -0.53
Cl 0.888 1.933 0.621 -0.742 -1.088 -0.271 0.62
H 0.403 1.215 -1.454 0.120 -0.059 -1.850 0.04
```
Forces are in eV/Å.

Summary:
* SMILES string: N#C/C(Cl)=C\Cl
* E: -1089.99834 a.u.
* Kohn-Sham gap: 10.15 eV
* relative energy (zero: lowest compared OMol25 entry of this formula, charge and spin): 61.8 kJ/mol

---

Entry from the OMol25 dataset: C2H8Si2 as an isolated structure in a non-equilibrium geometry (ωB97M-V/def2-TZVPD).

Geometry as XYZ:
```
12
Properties=species:S:1:pos:R:3:forces:R:3:lowdin_charge:R:1
C -1.090 0.873 -2.258 0.943 -2.887 3.996 0.05
C -0.944 0.204 -1.215 -1.306 2.504 -3.469 -0.36
Si -1.661 -0.735 0.154 2.329 -2.829 -0.878 0.55
Si 1.967 0.436 0.903 2.009 -2.242 2.248 0.51
H 3.777 0.219 1.193 -2.959 0.495 -1.156 -0.05
H -1.044 1.190 -3.240 -0.025 0.859 -1.318 0.00
H -2.929 -0.337 0.507 -2.030 0.839 0.562 -0.11
H -0.654 -0.667 1.203 -0.342 0.024 0.596 -0.14
H -1.703 -2.245 -0.341 -0.036 1.495 0.530 -0.03
H 1.253 -0.948 0.773 1.161 1.053 -0.328 -0.14
H 1.695 0.664 2.386 -0.212 0.454 -0.854 -0.14
H 1.333 1.345 -0.065 0.469 0.234 0.073 -0.14
```
Forces are in eV/Å.

Summary:
* E: -659.79286 a.u.
* Kohn-Sham gap: 11.13 eV
* relative energy (zero: lowest compared OMol25 entry of this formula, charge and spin): 294.6 kJ/mol

---

Entry from the OMol25 dataset: C11H29BF4N2S4SeSiV as an isolated structure in a non-equilibrium geometry (ωB97M-V/def2-TZVPD).

Geometry as XYZ:
```
54
Properties=species:S:1:pos:R:3:forces:R:3:lowdin_charge:R:1
V -0.206 -0.462 -0.153 0.041 0.138 -1.909 0.14
C 2.006 1.959 -1.524 -0.088 -0.110 0.074 -0.43
C 1.253 1.335 -2.687 -0.230 -0.039 -0.057 -0.45
S -0.505 1.317 -2.241 0.196 -0.216 -0.030 0.90
C -1.326 0.580 -3.685 0.033 0.034 0.110 -0.45
C -2.812 0.917 -3.640 0.039 -0.039 0.239 -0.50
S -3.611 0.542 -2.042 0.034 0.114 -0.040 0.88
C -3.440 2.132 -1.151 -0.033 -0.217 -0.117 -0.52
C -3.190 1.929 0.334 0.176 -0.202 -0.219 -0.46
S -1.582 1.264 0.909 -0.407 0.646 0.517 0.83
C -0.532 2.747 0.735 -0.055 -0.105 -0.018 -0.47
C 0.905 2.409 1.098 -0.035 -0.188 -0.156 -0.46
S 1.665 1.109 0.068 0.329 0.428 0.178 0.87
H 1.755 3.012 -1.397 0.012 0.010 -0.027 0.09
H 3.077 1.869 -1.692 0.017 0.052 0.019 0.09
H 1.588 0.316 -2.876 0.005 0.011 -0.007 0.09
H 1.378 1.936 -3.587 0.073 0.003 0.005 0.10
H -1.156 -0.494 -3.664 0.016 0.007 -0.047 0.08
H -0.871 1.001 -4.582 -0.001 -0.017 -0.013 0.10
H -3.335 0.318 -4.384 -0.038 0.037 -0.023 0.08
H -3.000 1.967 -3.855 0.019 -0.004 -0.069 0.09
H -4.383 2.667 -1.268 0.030 0.069 0.052 0.09
H -2.653 2.716 -1.618 0.006 0.051 0.010 0.04
H -3.930 1.245 0.751 -0.012 0.064 0.084 0.08
H -3.288 2.880 0.858 -0.062 -0.019 0.070 0.09
H -0.925 3.499 1.421 0.022 0.012 0.004 0.10
H -0.606 3.121 -0.286 -0.009 0.030 0.008 0.05
H 0.952 1.996 2.106 0.078 0.054 0.025 0.07
H 1.540 3.293 1.050 -0.014 0.030 0.045 0.10
N -2.790 -1.855 0.708 -0.056 -0.022 0.279 -0.01
N -1.849 -1.806 -0.367 -0.107 -0.191 -0.197 -0.17
H -3.346 -2.700 0.663 -0.067 -0.061 -0.140 0.10
H -3.419 -1.069 0.630 -0.029 0.086 -0.105 0.05
H -2.312 -1.686 -1.265 -0.035 -0.018 -0.099 0.06
H -1.362 -2.701 -0.397 0.078 -0.026 0.065 0.09
C 3.135 -3.057 2.038 -0.128 0.221 0.221 -0.20
Si 2.235 -1.770 3.060 -0.239 0.155 -0.396 0.34
C 3.148 -0.130 3.212 -0.131 -0.303 0.003 -0.21
C 1.533 -2.378 4.693 0.192 0.087 -0.362 -0.22
Se 0.185 -1.291 1.899 0.479 -0.369 1.775 0.57
H 3.991 -3.460 2.584 0.001 0.016 0.016 0.04
H 3.492 -2.623 1.103 -0.019 0.031 0.005 0.03
H 2.468 -3.883 1.789 -0.011 0.001 0.020 0.04
H 4.106 -0.264 3.720 -0.010 -0.046 0.009 0.04
H 2.567 0.591 3.791 -0.025 -0.021 0.002 0.03
H 3.349 0.288 2.225 0.029 -0.028 0.018 0.00
H 2.333 -2.624 5.395 0.014 -0.004 -0.008 0.04
H 0.925 -3.269 4.538 0.019 -0.015 0.003 0.03
H 0.901 -1.612 5.143 0.020 0.018 0.004 0.03
F 0.128 -1.643 -2.208 -0.151 0.271 0.334 0.01
B 1.237 -2.424 -1.655 0.096 -0.409 0.076 -1.25
F 1.867 -3.127 -2.618 -0.030 0.069 0.027 0.22
F 0.655 -3.195 -0.637 0.133 -0.105 -0.270 0.09
F 2.055 -1.433 -1.046 -0.166 0.031 0.013 0.05
```
Forces are in eV/Å.

Summary:
* E: -6198.14048 a.u.
* Kohn-Sham gap (spin up / spin down): 7.12 / 8.85 eV
* ⟨S²⟩: 2.144
* relative energy (zero: lowest compared OMol25 entry of this formula, charge and spin): 46.2 kJ/mol
* 2S+1: 3
* total charge: +1